Below is C29H41N9O3STl as an isolated structure, with properties calculated with the ωB97M-V functional and the def2-TZVPD basis.

DFT total energy ... -65816.343 eV
Relative energy (zero: lowest compared OMol25 entry of this formula, charge and spin) ... 70.9 kJ/mol
HOMO-LUMO gap ... 0.2587 Ha

The geometry in ORCA input format:
```
! wB97M-V def2-TZVPD RIJCOSX def2/J DEFGRID3
* xyz 1 1
Tl 0.12 -0.79 1.40
C 3.06 2.64 2.74
C 2.40 1.49 2.04
N 1.26 1.04 2.44
N 0.57 1.57 3.41
C -0.29 0.74 4.02
O -0.36 -0.49 3.78
C -1.18 1.39 5.01
C -1.89 0.59 5.91
C -2.72 1.17 6.85
C -2.85 2.55 6.90
C -2.15 3.35 6.01
C -1.31 2.77 5.07
C 3.09 0.77 0.96
C 4.37 1.13 0.55
C 5.04 0.33 -0.36
C 4.43 -0.83 -0.82
C 3.14 -1.11 -0.39
N 2.49 -0.30 0.45
H 2.34 3.08 3.43
H 3.40 3.39 2.03
H 3.91 2.28 3.32
H -1.77 -0.48 5.85
H -3.26 0.54 7.55
H -3.50 3.00 7.64
H -2.24 4.43 6.06
H -0.77 3.38 4.36
H 4.84 2.02 0.93
H 6.03 0.59 -0.70
H 4.94 -1.51 -1.49
H 2.60 -1.99 -0.71
N -1.49 -2.72 1.81
N -0.84 -3.85 1.32
C 0.53 -3.87 1.05
O 1.02 -4.95 0.78
O 1.15 -2.74 1.06
H -1.66 -2.76 2.81
H -2.36 -2.57 1.31
H -1.27 -4.75 1.46
N -1.06 2.40 0.39
C -2.05 1.95 1.22
C -3.10 2.80 1.61
C -4.04 2.34 2.49
C -3.95 1.03 2.97
C -2.90 0.26 2.54
N -1.97 0.70 1.68
H -1.24 3.25 -0.11
H -0.55 1.70 -0.12
H -3.14 3.81 1.22
H -4.85 2.98 2.82
H -4.67 0.63 3.67
H -2.76 -0.75 2.91
C 1.24 1.13 -6.65
C 1.77 2.05 -5.55
C 1.16 1.73 -4.19
C 1.77 0.49 -3.54
N 0.99 0.02 -2.40
C -0.19 -0.61 -2.48
S -1.18 -0.74 -1.09
N -0.60 -1.03 -3.67
C -1.70 -1.96 -3.94
C -1.20 -3.28 -4.54
C -0.16 -4.05 -3.72
C -0.61 -4.47 -2.33
H 1.67 1.40 -7.62
H 0.15 1.23 -6.74
H 1.48 0.09 -6.46
H 1.54 3.08 -5.81
H 2.86 1.97 -5.50
H 0.08 1.58 -4.31
H 1.28 2.58 -3.51
H 2.77 0.71 -3.17
H 1.88 -0.32 -4.27
H 1.24 0.35 -1.49
H 0.00 -0.86 -4.46
H -2.39 -1.48 -4.64
H -2.24 -2.13 -3.01
H -0.78 -3.07 -5.53
H -2.07 -3.92 -4.70
H 0.76 -3.46 -3.64
H 0.09 -4.95 -4.29
H -0.78 -3.61 -1.68
H 0.16 -5.08 -1.85
H -1.53 -5.05 -2.37
*
```